1.
88
Properties=species:S:1:pos:R:3 method="wB97M-V/def2-TZVPD" e_lumo_ev=1.16 relative_energy_ev=0.000 total_charge=-1 molar_mass_g_mol=814.03 total_energy_ev=-69387.2677
Ba -0.0827 0.4238 0.5126
N 3.2018 0.1001 -1.1274
C 2.4654 -0.9115 -1.7631
N 3.0622 -1.7300 -2.7641
C 2.3826 -2.6593 -3.3469
N 2.9865 -3.4662 -4.3400
N 1.0202 -2.8734 -2.9890
C 0.4676 -2.1338 -2.0789
N 1.3462 -1.0331 -1.4189
C -0.9692 -2.3601 -1.7020
C -1.7502 -3.4404 -2.3831
C -3.0313 -3.6289 -2.0348
C -3.6355 -2.7721 -0.9953
C -2.8988 -1.8180 -0.4129
N -1.6511 -1.5964 -0.7170
H 4.1851 0.2561 -1.3843
H 2.7708 0.6939 -0.4021
H 3.9731 -3.3199 -4.6073
H 2.4450 -4.2075 -4.8051
H -1.3044 -4.0689 -3.1465
H -3.6208 -4.4054 -2.5127
H -4.6716 -2.9137 -0.7035
H -3.3209 -1.1816 0.3483
N 1.1041 4.0117 -4.3303
C 1.4509 3.7648 -3.0038
C 0.8437 2.7589 -2.2528
N 1.1691 2.4912 -0.9633
C 2.1513 3.2654 -0.4557
C 2.7682 4.2570 -1.1996
N 2.4305 4.5261 -2.4836
H 0.1101 4.1811 -4.4332
H 1.6557 4.8107 -4.6350
H 0.0713 2.1296 -2.6800
H 2.4348 3.0657 0.5712
H 3.5588 4.8687 -0.7802
C 3.1251 -4.6324 1.1889
N 2.0800 -3.6840 0.7787
C 0.9626 -3.6737 1.7356
C 2.5708 -2.3232 0.4562
C 3.0227 -1.5058 1.6546
C 4.2452 -1.8647 2.4324
C 4.6234 -1.1193 3.4849
C 3.8316 0.0688 3.8783
C 2.7401 0.4085 3.1753
C 2.3216 -0.4086 2.0122
H 2.7238 -5.6672 1.1412
H 3.4547 -4.4524 2.2326
H 3.9930 -4.5817 0.4970
H 0.5375 -4.6956 1.8363
H 0.1513 -3.0074 1.3725
H 1.2963 -3.3272 2.7384
H 1.7402 -1.7904 -0.0569
H 3.3980 -2.3765 -0.2840
H 4.8522 -2.7165 2.1505
H 5.5154 -1.3808 4.0450
H 4.1399 0.6667 4.7299
H 2.1592 1.2808 3.4554
O -1.6564 1.4585 -2.4652
C -2.4191 1.9319 -1.5662
O -2.2607 1.8153 -0.3112
C -3.6349 2.7108 -2.0364
C -4.5323 3.2692 -1.1089
C -5.6526 3.9869 -1.5339
C -5.8818 4.1502 -2.9052
C -5.0032 3.6040 -3.8480
C -3.8870 2.8887 -3.4083
N -7.0559 4.9024 -3.3592
O -7.2302 5.0291 -4.5813
O -7.8149 5.3738 -2.4979
H -4.3422 3.1346 -0.0441
H -6.3233 4.4035 -0.7876
H -5.1646 3.7204 -4.9161
H -3.1949 2.4582 -4.1320
C 0.8473 -0.4435 4.4057
P -0.8877 -0.2930 4.0335
C -1.2915 1.4214 4.2964
C -1.7367 -1.1915 5.3154
O -1.2348 -0.7719 2.6537
H 1.0620 -0.0858 5.4167
H 1.4428 0.1439 3.7014
H 1.1648 -1.4877 4.3377
H -1.0252 1.7342 5.3100
H -2.3632 1.5887 4.1573
H -0.7497 2.0558 3.5893
H -1.4597 -0.8158 6.3044
H -1.4841 -2.2546 5.2703
H -2.8197 -1.0901 5.2020
H -0.0138 2.3505 2.2728


2.
15
Properties=species:S:1:pos:R:3 method="wB97M-V/def2-TZVPD" e_lumo_ev=-0.86 relative_energy_ev=1.390 molar_mass_g_mol=163.63 total_energy_ev=-32174.7675
C 0.0758 -1.0059 -0.3207
C -1.1190 -0.2970 -0.5007
C 0.8939 0.2255 1.2226
C -2.0785 -0.6201 -1.6349
C 2.1227 1.0188 0.8666
N -1.4322 0.6513 0.2937
O 0.6402 -1.9695 -0.6642
S -0.5666 1.2244 1.4444
Cl 1.2397 -0.8502 2.6659
H -1.6403 -1.2281 -2.3390
H -2.3904 0.3063 -2.0048
H -2.9834 -1.1963 -1.2350
H 2.6932 1.2154 1.7491
H 1.9236 1.9534 0.3791
H 2.6212 0.5718 0.0778


3.
12
Properties=species:S:1:pos:R:3 method="wB97M-V/def2-TZVPD" e_lumo_ev=1.01 relative_energy_ev=5.516 molar_mass_g_mol=82.10 total_energy_ev=-7323.7689
C -0.3744 1.2173 0.3491
C -1.0825 0.2995 -0.6689
C 0.5248 -0.7685 -0.9055
O 1.4913 -0.2245 -0.0509
C 0.4434 0.0459 0.9039
C -0.5442 -0.8758 0.1432
H -1.1783 1.4624 1.0545
H 0.1309 2.1367 0.0374
H 0.0237 0.0552 -1.6310
H 0.8321 -1.5600 -1.5879
H 0.7984 -0.0034 1.9328
H -1.0652 -1.7849 0.4232


4.
12
Properties=species:S:1:pos:R:3 method="wB97M-V/def2-TZVPD" e_lumo_ev=0.93 smiles="N=C=N.CC=O" relative_energy_ev=1.853 molar_mass_g_mol=86.09 total_energy_ev=-8234.8453
C -0.4450 0.0491 1.4704
C -0.4059 0.0388 -2.0082
N -1.0709 1.0655 -1.8952
N 0.0923 -1.0678 -2.1570
C 1.0130 -0.2740 1.2922
O 1.6471 -0.0825 0.2817
H -0.8961 0.3846 0.5361
H -0.5493 0.8312 2.2324
H -0.9837 -0.8319 1.8344
H -0.8396 1.6857 -1.1283
H 0.9693 -1.1280 -2.6595
H 1.5049 -0.7038 2.1901


5.
72
Properties=species:S:1:pos:R:3 method="wB97M-V/def2-TZVPD" multiplicity=2 e_lumo_ev="-4.08 / -4.31" relative_energy_ev=0.920 total_charge=+1 molar_mass_g_mol=636.61 total_energy_ev=-87277.2057
V 0.2036 -1.0520 0.7543
C -2.9152 -3.0574 2.8290
O -2.3950 -2.3962 1.6803
C -2.5804 -2.9975 0.4746
C -3.2372 -4.1998 0.2588
C -3.3818 -4.6758 -1.0403
C -2.8910 -3.9707 -2.1269
C -2.2360 -2.7651 -1.9192
C -2.0780 -2.3039 -0.6281
N -1.4287 -1.0485 -0.3772
N -1.9545 -0.0509 -0.9257
C -1.4975 1.2093 -0.6665
C -0.7340 1.5356 0.4666
O -0.3122 0.6085 1.3235
C -0.4259 2.8852 0.7523
C -0.8313 3.8643 -0.0998
C -1.5950 3.5840 -1.2671
C -2.0009 4.6157 -2.1389
C -2.7471 4.3314 -3.2503
C -3.1156 3.0035 -3.5228
C -2.7291 1.9802 -2.6945
C -1.9588 2.2519 -1.5487
H -3.9997 -3.1569 2.7615
H -2.6626 -2.4287 3.6778
H -2.4619 -4.0433 2.9541
H -3.6504 -4.7601 1.0847
H -3.8953 -5.6148 -1.1967
H -3.0131 -4.3562 -3.1290
H -1.8202 -2.1899 -2.7351
H 0.1608 3.0938 1.6355
H -0.5702 4.8955 0.1061
H -1.7143 5.6345 -1.9102
H -3.0598 5.1235 -3.9167
H -3.7148 2.7857 -4.3970
H -3.0180 0.9614 -2.9111
N 3.2347 5.1214 2.8734
C 3.1840 3.8550 2.3534
C 3.7868 3.5661 1.1187
C 3.7014 2.3061 0.5734
C 2.9934 1.3075 1.2401
C 2.4138 1.5710 2.4771
C 2.5048 2.8320 3.0291
S 2.9275 -0.3110 0.5781
O 4.1245 -0.5746 -0.1432
O 2.4189 -1.1603 1.6599
N 1.6294 -0.5043 -0.4279
C 1.5193 0.1061 -1.6744
N 2.2801 1.1642 -1.9237
C 2.1260 1.7291 -3.1177
C 1.2110 1.2645 -4.0448
C 0.4654 0.1609 -3.6677
N 0.6156 -0.4370 -2.4902
H 3.9272 5.7531 2.5095
H 3.0280 5.2398 3.8503
H 4.3386 4.3405 0.6009
H 4.1826 2.0808 -0.3664
H 1.9132 0.7840 3.0221
H 2.0628 3.0286 3.9981
H 2.7541 2.5875 -3.3273
H 1.0869 1.7340 -5.0087
H -0.2755 -0.2674 -4.3340
C 0.8531 -3.6335 3.2258
C 0.5962 -3.9445 1.7631
C 1.7561 -4.6349 1.0750
O 0.3432 -2.7207 1.0725
H 0.9428 -4.5627 3.7886
H 0.0297 -3.0574 3.6512
H 1.7796 -3.0705 3.3326
H -0.3260 -4.5239 1.6455
H 2.6488 -4.0134 1.1408
H 1.5252 -4.8236 0.0275
H 1.9578 -5.5891 1.5620


6.
71
Properties=species:S:1:pos:R:3 method="wB97M-V/def2-TZVPD" e_lumo_ev="2.63 / 2.63" relative_energy_ev=0.000 total_charge=-1 molar_mass_g_mol=640.75 total_energy_ev=-58174.6439
Ru -0.6004 0.4230 -0.7352
O -3.3237 2.0993 1.7755
C -2.5203 1.4021 1.1602
N -1.8570 1.7175 0.0468
C -2.1072 2.9467 -0.6539
C -1.2532 2.9901 -1.8988
C -1.2792 4.0808 -2.7576
C -0.4679 4.0873 -3.8771
C 0.3585 2.9980 -4.1189
C 0.3337 1.9438 -3.2293
N -0.4533 1.9388 -2.1491
C -2.1540 0.0139 1.6397
C -2.7786 -0.5310 2.7432
C -2.4190 -1.8035 3.1546
C -1.4386 -2.4840 2.4514
C -0.8613 -1.8773 1.3508
N -1.2133 -0.6580 0.9463
H -1.8729 3.8229 -0.0337
H -3.1643 3.0305 -0.9310
H -1.9351 4.9120 -2.5347
H -0.4786 4.9312 -4.5552
H 1.0096 2.9607 -4.9807
H 0.9463 1.0623 -3.3637
H -3.5338 0.0616 3.2392
H -2.9001 -2.2615 4.0093
H -1.1260 -3.4798 2.7324
H -0.1154 -2.3812 0.7513
O -4.4389 -0.8325 -1.0566
C -3.2688 -0.9030 -1.4376
O -2.5554 0.0967 -1.7928
C -2.6323 -2.2963 -1.4975
C -3.4400 -3.3712 -1.1303
C -2.9843 -4.6772 -1.1769
C -1.6877 -4.9294 -1.6104
C -0.8641 -3.8779 -1.9713
C -1.3087 -2.5504 -1.9094
S -0.1474 -1.2986 -2.3471
H -4.4460 -3.1350 -0.8090
H -3.6342 -5.4932 -0.8841
H -1.3106 -5.9448 -1.6558
H 0.1537 -4.0668 -2.2890
C 1.8559 3.4734 0.4962
C 1.4562 2.8023 1.8139
C -0.0511 2.9146 2.0473
C 2.0103 1.3911 1.9270
C 2.8166 1.1176 3.0257
C 3.4882 -0.0811 3.1823
C 3.3825 -1.0207 2.1662
C 2.5897 -0.8065 1.0494
C 2.6482 -1.7856 -0.1007
C 2.9662 -3.2228 0.3035
C 3.6541 -1.2916 -1.1444
C 1.8267 0.3967 0.9316
N 1.1043 0.7088 -0.1967
H 1.4894 4.5035 0.4671
H 1.4384 2.9287 -0.3508
H 2.9414 3.4897 0.3814
H 1.9408 3.3637 2.6196
H -0.6056 2.5496 1.1840
H -0.3299 3.9576 2.2198
H -0.3675 2.3332 2.9156
H 2.9241 1.8892 3.7816
H 4.1064 -0.2632 4.0519
H 3.9432 -1.9441 2.2404
H 1.6863 -1.7798 -0.6046
H 4.0019 -3.3357 0.6363
H 2.8280 -3.8862 -0.5521
H 2.3179 -3.5726 1.1107
H 4.6628 -1.2601 -0.7215
H 3.3850 -0.2875 -1.4776
H 3.6593 -1.9487 -2.0170